ORCA calculation (ωB97M-V with the def2-TZVPD basis set) on C3H8N2S2 in the gas phase in a non-equilibrium geometry.

Last columns: bonded neighbours and bond lengths (Å).
Atoms and positions in Å:
1 C -2.383 0.094 0.835  N4 1.288, H8 1.097, H9 1.084
2 C 0.539 0.360 -0.195  C3 1.515, N5 1.449, S6 1.774, S7 2.045
3 C 1.517 0.333 -1.351  C2 1.515, H10 1.037, H11 1.087, H12 1.123
4 N -1.469 -0.794 0.643  C1 1.288, N5 1.396, H13 1.026
5 N -0.524 -0.609 -0.367  C2 1.449, N4 1.396, H14 1.091
6 S -0.012 1.956 0.352  C2 1.774
7 S 1.543 -0.497 1.367  C2 2.045, H15 1.365
8 H -2.582 0.875 0.091  C1 1.097
9 H -3.029 0.193 1.699  C1 1.084
10 H 2.403 0.845 -1.182  C3 1.037
11 H 1.080 0.682 -2.283  C3 1.087
12 H 1.785 -0.751 -1.471  C3 1.123
13 H -1.459 -1.447 1.435  N4 1.026
14 H -0.062 -1.515 -0.763  N5 1.091
15 H 2.653 0.277 1.190  S7 1.365

Calculated values
**ΔE to the lowest compared entry with this formula, charge and spin**: 92.8 kcal per mole
**Gap between HOMO and LUMO**: 6.23 eV
**Lowest unoccupied orbital energy**: -0.8 eV